*1*
{"formula": "C3H10N4", "method": "ωB97M-V with the def2-TZVPD basis set", "species": ["C", "N", "N", "H", "H", "H", "H", "C", "C", "N", "N", "H", "H", "H", "H", "H", "H"], "xyz": [[-2.457, -1.802, -0.385], [-1.464, -1.016, 0.277], [-1.563, 0.178, 0.408], [-2.434, 0.620, 0.010], [-3.321, -1.215, -0.739], [-2.791, -2.573, 0.310], [-1.980, -2.310, -1.218], [1.588, 1.885, 0.786], [1.703, 0.483, 0.270], [1.374, 0.335, -1.050], [2.107, -0.435, 1.036], [1.366, -0.579, -1.470], [1.040, 1.113, -1.590], [2.155, -1.356, 0.607], [1.829, 1.886, 1.838], [2.273, 2.545, 0.262], [0.574, 2.241, 0.647]], "e_lumo_ev": 0.85, "gap_ev": 9.64, "smiles": "[H]/N=C(/C)N.[H]/N=N\\C", "mol_weight_g_mol": 102.14}



*2*
{"formula": "C3H10N4", "method": "ωB97M-V with the def2-TZVPD basis set", "species": ["C", "N", "C", "C", "H", "H", "H", "H", "H", "H", "H", "N", "N", "N", "H", "H", "H"], "xyz": [[-1.766, 0.347, 0.072], [0.395, 1.347, -1.671], [0.745, 1.015, -0.370], [-0.303, 0.343, 0.456], [-0.165, 0.640, -2.137], [1.173, 1.591, -2.272], [1.443, 1.695, 0.108], [-0.155, 0.531, 1.523], [-2.195, 1.354, 0.089], [-1.927, -0.072, -0.926], [-2.337, -0.263, 0.778], [0.459, -2.033, 1.054], [0.393, -1.116, 0.015], [1.636, -0.611, -0.330], [-0.426, -2.519, 1.170], [0.783, -1.665, 1.947], [2.249, -0.583, 0.492]], "e_lumo_ev": 1.04, "gap_ev": 8.36, "mol_weight_g_mol": 102.14}



*3*
{"formula": "C3H10N4", "method": "ωB97M-V with the def2-TZVPD basis set", "species": ["C", "C", "H", "H", "H", "H", "H", "H", "C", "N", "N", "N", "N", "H", "H", "H", "H"], "xyz": [[0.531, -1.030, 0.901], [0.429, -1.910, -0.311], [0.807, -2.911, -0.080], [-0.130, -1.265, 1.732], [1.541, -0.869, 1.258], [-0.542, 0.048, 0.559], [1.030, -1.514, -1.130], [-0.601, -2.026, -0.650], [0.358, 0.973, 0.554], [0.709, 1.254, -0.740], [-2.031, 0.459, -0.075], [-2.008, 0.796, -1.232], [0.624, 1.547, 1.654], [1.252, 2.097, -0.854], [-0.071, 1.190, -1.402], [-2.938, 0.693, -1.718], [1.039, 2.467, 1.535]], "e_lumo_ev": [0.21, 0.39], "gap_ev": [6.58, 7.41], "mol_weight_g_mol": 102.14}



Q: What are the energies relative to the best structure? A: *1* 0.0000; *2* 0.0758; *3* 0.1470, in hartree.